(1)
Computed, not measured: C27H52AsN2ORuSSi4 as an isolated structure, with the ωB97M-V functional and the def2-TZVPD basis.

```
89
Properties=species:S:1:pos:R:3:forces:R:3:lowdin_charge:R:1
Ru 0.232 0.642 0.732 0.04 -0.26 0.23 0.714
O 1.780 1.614 4.271 -0.06 0.39 -0.14 -0.498
S 0.937 0.473 3.995 0.23 -0.55 0.43 0.774
N 0.448 0.182 2.620 -0.40 0.71 -0.88 -0.535
C -2.715 0.627 2.631 -0.07 0.07 0.03 -0.258
As -2.172 0.428 0.796 0.36 -0.14 -0.15 1.128
C -3.155 1.829 -0.083 -0.11 0.03 0.07 -0.235
C -3.049 -1.197 0.178 -0.06 -0.09 -0.07 -0.301
C -4.502 -1.278 0.548 0.03 0.09 0.00 -0.309
C -5.480 -0.813 -0.327 -0.03 0.02 0.01 -0.058
C -6.822 -0.863 0.025 0.00 0.00 0.00 -0.067
C -7.198 -1.382 1.255 0.01 -0.01 0.01 -0.072
C -6.231 -1.863 2.127 -0.02 0.02 -0.02 -0.066
C -4.891 -1.809 1.775 0.01 -0.04 0.01 -0.062
H -3.800 0.547 2.664 -0.01 0.01 0.09 0.039
H -2.401 1.610 2.981 0.00 -0.01 0.01 0.034
H -2.248 -0.140 3.243 -0.03 -0.03 0.00 0.023
H -4.208 1.655 0.136 -0.03 0.08 -0.03 0.040
H -2.980 1.812 -1.154 -0.07 0.00 0.02 0.025
H -2.842 2.792 0.314 0.01 0.00 0.00 0.041
H -2.483 -2.033 0.584 -0.03 0.01 0.01 0.048
H -2.919 -1.191 -0.905 -0.01 -0.04 0.00 0.067
H -5.193 -0.423 -1.297 0.00 0.01 0.01 0.116
H -7.574 -0.505 -0.666 0.01 0.00 0.00 0.110
H -8.244 -1.423 1.530 0.00 0.00 -0.01 0.109
H -6.522 -2.284 3.080 0.01 0.00 0.00 0.110
H -4.141 -2.202 2.454 0.01 0.02 0.00 0.117
C 2.326 4.563 2.604 0.04 0.01 -0.12 -0.069
N 1.432 4.248 1.495 -0.10 0.11 0.05 -0.238
C 0.057 4.066 1.902 0.04 -0.11 0.08 -0.084
C 1.922 3.201 0.650 0.07 -0.15 0.08 -0.220
C 1.137 3.071 -0.625 0.11 0.06 -0.20 -0.249
C 1.223 4.061 -1.601 0.02 -0.03 0.02 -0.015
C 0.453 3.977 -2.746 -0.04 -0.04 -0.03 -0.053
C -0.425 2.908 -2.914 0.08 0.01 -0.07 -0.073
C -0.512 1.924 -1.949 -0.05 0.00 0.08 -0.182
C 0.285 1.977 -0.794 -0.05 0.44 0.61 -0.295
H 1.920 5.408 3.158 0.01 -0.01 0.01 0.090
H 3.297 4.860 2.206 -0.01 -0.02 0.00 0.091
H 2.468 3.724 3.292 -0.03 -0.04 0.04 0.065
H -0.227 4.857 2.594 -0.02 0.02 -0.03 0.094
H -0.103 3.099 2.424 0.02 0.01 -0.01 0.062
H -0.609 4.101 1.039 0.01 0.02 -0.02 0.079
H 1.901 2.183 1.154 0.04 0.27 0.13 0.080
H 2.977 3.390 0.447 0.01 0.02 -0.07 0.123
H 1.891 4.901 -1.450 -0.01 0.00 0.02 0.127
H 0.527 4.741 -3.509 -0.02 0.01 0.02 0.113
H -1.043 2.849 -3.802 0.03 -0.02 -0.01 0.114
H -1.193 1.101 -2.109 -0.01 -0.02 0.01 0.058
C 2.319 0.417 -3.439 0.06 0.06 -0.06 -0.199
Si 1.324 -1.040 -2.826 0.00 0.25 -0.13 0.371
C 2.139 -2.624 -3.391 0.09 -0.13 0.05 -0.199
C -0.426 -1.008 -3.520 -0.08 -0.03 0.02 -0.202
Si 1.406 -0.941 -0.467 -0.16 -1.09 -0.07 0.417
Si 3.673 -0.887 0.320 -0.19 0.47 0.01 0.362
C 4.647 -2.039 -0.771 0.09 -0.11 -0.08 -0.197
C 3.743 -1.418 2.103 0.02 -0.14 0.09 -0.200
C 4.391 0.825 0.171 0.16 0.03 -0.11 -0.205
Si 0.505 -3.058 0.194 0.13 0.37 -0.11 0.351
C 1.919 -4.267 0.060 -0.05 -0.29 0.07 -0.205
C -0.187 -3.070 1.929 -0.03 -0.07 0.13 -0.222
C -0.822 -3.544 -1.031 -0.06 -0.13 -0.08 -0.206
H 2.204 0.523 -4.522 0.02 0.00 0.01 0.046
H 3.384 0.283 -3.228 -0.02 -0.01 0.00 0.030
H 1.994 1.349 -2.974 0.02 0.02 -0.02 0.009
H 2.197 -2.602 -4.483 -0.01 0.01 0.01 0.049
H 1.564 -3.509 -3.113 0.00 -0.02 0.00 0.021
H 3.153 -2.744 -3.009 -0.03 0.01 -0.03 0.015
H -0.550 -0.153 -4.187 0.00 -0.01 0.00 0.035
H -1.196 -0.946 -2.751 -0.02 -0.04 -0.01 -0.005
H -0.616 -1.917 -4.096 0.01 0.01 0.00 0.042
H 4.245 -3.048 -0.828 0.03 -0.02 0.02 0.011
H 5.645 -2.101 -0.328 0.02 -0.02 -0.06 0.050
H 4.754 -1.649 -1.785 0.01 0.03 0.03 0.031
H 3.281 -2.392 2.274 -0.01 0.02 0.03 0.021
H 3.251 -0.685 2.741 -0.01 0.01 0.03 -0.006
H 4.787 -1.483 2.421 -0.01 -0.01 -0.01 0.048
H 4.276 1.227 -0.839 -0.01 0.02 0.04 0.035
H 5.457 0.821 0.414 -0.01 -0.05 -0.03 0.048
H 3.904 1.496 0.871 0.01 0.10 0.09 0.000
H 2.623 -4.173 0.887 0.02 0.00 -0.03 0.029
H 2.464 -4.167 -0.878 -0.03 -0.03 -0.03 0.009
H 1.500 -5.278 0.088 0.07 -0.01 0.03 0.048
H 0.610 -3.011 2.673 0.00 0.02 -0.01 0.030
H -0.738 -4.000 2.095 0.01 0.02 0.03 0.044
H -0.855 -2.228 2.115 -0.02 -0.03 0.04 -0.020
H -0.390 -3.803 -1.998 0.02 -0.01 -0.01 0.025
H -1.546 -2.752 -1.201 0.01 -0.06 -0.07 -0.012
H -1.362 -4.423 -0.666 -0.01 0.01 -0.02 0.050
```
Forces are in eV/Å.

For the HOMO energy (spin up / spin down), the calculation gives -10.83 / -10.79 eV. Its energy above the lowest of the compared OMol25 structures with the same formula, charge and spin is 0.8793 eV. As for the HOMO-LUMO gap (spin up / spin down): 5.954 / 6.056 eV. As for the net charge: +1.

---

(2)
Computed, not measured: C27H52BIrN9OPS3 as an isolated structure, with the ωB97M-V functional and the def2-TZVPD basis.

```
95
Properties=species:S:1:pos:R:3:forces:R:3:lowdin_charge:R:1
Ir -0.185 0.251 0.163 -2.31 0.04 -2.01 0.766
C 3.383 -3.560 3.987 1.26 1.93 -0.36 -0.031
C 2.223 -2.750 3.411 -0.05 0.18 -0.48 -0.531
C 1.667 -3.550 2.205 0.54 -1.02 0.40 -0.026
C 1.195 -2.427 4.512 -1.20 -1.58 -0.70 -0.032
N 2.730 -1.443 2.833 0.86 1.61 -1.44 0.027
C 4.072 -1.049 2.762 -0.73 0.00 0.71 0.023
C 4.128 0.150 2.119 -0.76 1.77 -0.27 0.003
N 2.816 0.576 1.828 0.49 -0.88 -1.22 0.039
B 2.561 2.039 1.051 1.38 -0.20 -0.15 -0.438
N 1.287 2.783 1.613 0.83 0.53 0.41 0.032
C 1.435 3.507 2.829 0.27 -1.87 -0.68 0.025
C 0.250 4.069 3.099 -2.79 1.00 -1.73 0.054
N -0.612 3.867 1.954 1.46 -0.58 1.91 0.039
C 0.048 3.030 1.085 0.37 1.77 2.05 -0.646
S -0.613 2.510 -0.391 0.75 -0.51 0.04 0.857
C -2.108 4.187 1.950 -0.30 -1.40 0.81 -0.581
C -2.842 2.811 2.057 0.60 -0.69 -1.62 -0.029
C -2.517 4.942 3.201 1.37 -0.22 0.46 -0.034
C -2.384 4.943 0.693 -0.94 1.49 -1.38 -0.055
N 2.693 1.965 -0.555 -0.18 -0.17 0.75 0.026
C 3.391 2.966 -1.290 -0.49 -1.55 1.24 0.018
C 3.640 2.461 -2.522 -1.60 -0.74 0.64 0.052
N 2.952 1.204 -2.565 1.40 0.64 -1.60 0.010
C 2.465 0.896 -1.377 0.09 2.15 0.44 -0.613
S 1.550 -0.519 -0.992 1.05 -0.34 -0.30 0.740
C 2.713 0.387 -3.816 -1.83 0.37 -0.62 -0.504
C 1.132 0.517 -4.158 1.43 -1.26 0.90 -0.003
C 3.424 1.055 -4.960 0.17 -0.59 -2.78 -0.067
C 3.228 -1.038 -3.604 0.32 -0.34 -1.33 -0.040
C 2.007 -0.476 2.146 1.24 -0.13 2.11 -0.648
S 0.294 -0.409 2.176 -0.08 -0.15 1.71 0.709
H 2.997 -4.474 4.379 -0.09 -0.63 0.23 0.094
H 3.938 -2.995 4.783 -0.63 -0.64 -0.47 0.116
H 4.098 -3.733 3.159 -0.25 -0.35 0.56 0.102
H 1.219 -4.489 2.582 0.00 0.53 -0.14 0.113
H 2.441 -3.889 1.462 -0.44 0.66 0.87 0.117
H 0.929 -2.970 1.693 -0.64 0.15 -0.40 0.018
H 1.032 -3.434 4.990 -0.25 1.18 -0.19 0.120
H 0.215 -2.030 4.127 0.95 -0.69 0.34 0.048
H 1.531 -1.733 5.259 0.56 0.24 0.31 0.089
H 4.830 -1.542 3.368 -0.17 -0.01 -0.70 0.142
H 4.918 0.882 1.859 -0.35 -1.06 0.53 0.149
H 3.574 2.701 1.340 -1.03 -0.52 0.15 0.132
H 2.313 3.422 3.502 -0.64 0.12 -1.00 0.166
H -0.144 4.669 3.927 0.60 -0.42 -0.42 0.140
H -2.327 2.147 2.843 -1.04 0.99 -1.10 0.116
H -2.707 2.337 0.988 -0.67 0.34 2.11 0.059
H -3.936 2.998 2.266 1.27 -0.49 -0.20 0.118
H -2.226 4.349 4.112 -0.80 0.41 -0.72 0.107
H -3.613 5.095 3.125 0.90 0.34 0.37 0.121
H -1.872 5.831 3.239 -0.92 0.42 0.17 0.101
H -2.336 4.267 -0.194 0.02 0.94 0.57 0.038
H -1.726 5.845 0.598 -0.13 -1.03 -0.08 0.121
H -3.392 5.445 0.659 0.68 -0.95 0.35 0.126
H 3.653 3.892 -0.779 0.12 -0.39 -0.42 0.146
H 4.170 2.946 -3.326 -0.20 -0.41 -0.22 0.138
H 0.852 1.554 -4.195 0.00 0.52 -0.18 0.078
H 0.519 0.035 -3.365 0.30 0.09 -0.63 0.030
H 0.963 0.039 -5.134 -0.05 0.15 0.43 0.105
H 2.953 2.001 -5.297 0.45 -0.27 0.60 0.105
H 3.346 0.413 -5.929 -0.06 0.77 1.84 0.141
H 4.503 1.145 -4.829 -0.06 0.23 0.20 0.098
H 2.539 -1.724 -3.143 -0.42 -0.07 0.25 0.031
H 4.117 -0.988 -2.996 0.47 -0.14 0.18 0.093
H 3.512 -1.523 -4.581 -0.29 0.70 0.90 0.123
C -4.373 -3.547 -0.018 -3.15 -0.12 0.30 -0.115
N -3.726 -2.262 -0.081 1.05 1.35 1.43 -0.294
C -4.059 -1.333 1.095 0.60 -1.74 -0.30 -0.032
P -2.716 -1.618 -1.194 -0.79 -0.47 -0.77 0.576
O -1.998 -0.395 -0.569 0.35 -0.10 0.21 -0.522
N -1.726 -2.845 -1.679 -1.28 0.55 0.36 -0.294
C -1.227 -3.804 -0.715 1.85 0.32 0.36 -0.092
C -0.958 -2.801 -2.900 1.42 0.52 -0.72 -0.090
N -3.504 -0.972 -2.483 1.11 1.23 0.79 -0.309
C -3.258 0.412 -3.030 0.48 0.08 0.92 -0.057
C -4.358 -1.827 -3.297 -1.49 1.12 0.00 -0.080
H -4.222 -4.079 0.934 0.52 0.17 -0.37 0.095
H -4.199 -4.185 -0.866 0.54 -0.19 -0.27 0.073
H -5.534 -3.398 -0.034 1.89 -0.09 -0.06 0.133
H -4.635 -1.950 1.843 0.76 0.82 -0.72 0.113
H -4.674 -0.570 0.685 -0.66 0.88 0.11 0.071
H -3.118 -0.898 1.510 -0.93 -0.47 -0.09 0.064
H -1.507 -3.583 0.310 -0.07 0.28 0.05 0.083
H -0.117 -3.802 -0.812 -0.41 0.24 0.44 0.090
H -1.441 -4.835 -0.869 -0.88 -0.80 -0.65 0.089
H -1.231 -2.004 -3.637 -0.06 -0.50 0.97 0.097
H -1.032 -3.745 -3.434 -0.02 -0.15 0.00 0.100
H 0.131 -2.669 -2.605 -1.02 -0.05 -0.58 0.072
H -2.901 1.217 -2.266 -0.69 -1.84 -1.13 0.091
H -4.221 0.725 -3.415 -0.05 0.30 -0.12 0.084
H -2.536 0.368 -3.870 -0.31 0.06 0.38 0.082
H -4.204 -2.855 -2.969 -0.25 -0.06 -0.57 0.075
H -4.097 -1.602 -4.327 0.17 -0.78 -0.32 0.088
H -5.466 -1.524 -3.243 1.50 -0.56 0.35 0.125
```
Forces are in eV/Å.

For the HOMO energy (spin up / spin down), the calculation gives -15.94 / -16.01 eV. The expectation value of S² is 8.79. Its multiplicity is 6. As for the HOMO-LUMO gap (spin up / spin down): 8.760 / 4.169 eV. As for the net charge: +3.